P | # C18H52ClN4O10

7 unconnected molecules or ions with the total composition C18H52ClN4O10 (ωB97M-V with the def2-TZVPD basis set, the OMol25 dataset).

```
85
C18H52ClN4O10, DFT ωB97M-V with the def2-TZVPD basis set
Cl -0.454 -0.238 -0.047
O -1.833 0.112 -0.033
O 0.318 0.763 -0.724
O 0.087 -0.394 1.266
O -0.270 -1.509 -0.662
C 0.402 3.836 -1.448
O -0.897 3.743 -0.959
H 1.033 3.421 -0.657
H 0.683 3.227 -2.309
H 0.674 4.886 -1.557
H -0.990 2.844 -0.626
C 3.614 0.241 -2.367
O 3.351 -0.977 -1.657
H 3.279 1.076 -1.750
H 4.628 0.441 -2.714
H 3.087 0.240 -3.325
H 2.476 -0.804 -1.299
C -1.854 -6.405 1.471
C -1.042 -5.209 0.922
C -0.657 -5.430 -0.521
O -1.717 -5.502 -1.411
C -1.381 -5.580 -2.791
N -1.775 -3.957 1.046
H -2.654 -6.544 0.743
H -2.263 -6.272 2.471
H -1.138 -7.223 1.383
H -0.064 -5.110 1.400
H -0.086 -6.339 -0.731
H -0.121 -4.525 -0.825
H -2.258 -5.293 -3.369
H -1.056 -6.591 -3.048
H -0.537 -4.933 -3.042
H -1.186 -3.192 0.736
H -1.739 -3.769 2.043
C 2.272 -0.258 4.130
C 3.284 0.803 3.733
C 2.627 1.996 3.150
O 3.522 2.998 2.770
C 2.865 3.951 1.984
N 4.080 1.277 4.898
H 2.757 -1.172 4.473
H 1.752 -0.614 3.239
H 1.515 0.129 4.812
H 4.129 0.441 3.145
H 1.917 2.413 3.873
H 1.957 1.692 2.340
H 2.356 3.538 1.112
H 3.620 4.635 1.593
H 2.180 4.547 2.591
H 3.469 1.609 5.636
H 4.491 2.144 4.571
C -1.321 -2.011 -4.453
C -0.505 -0.768 -4.713
C -0.515 -0.244 -6.205
O 0.307 -0.991 -7.070
C 0.340 -0.457 -8.368
N -0.952 0.206 -3.679
H -2.354 -1.859 -4.765
H -1.264 -2.226 -3.387
H -0.924 -2.876 -4.989
H 0.562 -0.849 -4.492
H -0.403 0.842 -6.266
H -1.523 -0.384 -6.612
H 0.736 0.556 -8.257
H -0.677 -0.374 -8.759
H 0.983 -1.012 -9.049
H -0.601 1.071 -4.073
H -0.515 0.033 -2.785
C -0.884 2.935 2.501
C -1.529 2.265 3.702
C -2.782 2.909 4.231
O -2.477 4.193 4.746
C -3.596 5.040 5.074
N -1.811 0.878 3.371
H -0.073 2.306 2.133
H -0.378 3.878 2.719
H -1.563 3.185 1.684
H -0.791 2.263 4.509
H -3.215 2.313 5.039
H -3.572 2.901 3.474
H -4.244 5.120 4.201
H -3.187 5.995 5.400
H -4.131 4.569 5.901
H -1.007 0.545 2.856
H -2.588 0.889 2.721
```

For the gap between HOMO and LUMO, the calculation gives 9.22 eV. The total charge is -1.

=====

Q | # C18H52ClN4O10

7 unconnected molecules or ions with the total composition C18H52ClN4O10 (ωB97M-V with the def2-TZVPD basis set, the OMol25 dataset).

```
85
C18H52ClN4O10, DFT ωB97M-V with the def2-TZVPD basis set
Cl -0.623 -2.901 -0.075
O 0.184 -2.081 0.738
O -1.733 -3.225 0.738
O -1.084 -2.047 -1.159
O 0.062 -4.000 -0.610
C 3.758 -5.968 -3.035
O 3.884 -5.303 -1.761
H 4.642 -6.567 -3.255
H 2.880 -6.608 -3.121
H 3.865 -5.333 -3.914
H 2.978 -5.016 -1.624
C 0.637 -2.495 -5.531
O -0.592 -1.956 -6.025
H 0.571 -3.570 -5.364
H 1.463 -2.297 -6.214
H 0.931 -1.984 -4.614
H -0.746 -2.263 -6.922
C 0.133 6.656 -0.820
C -0.259 5.181 -1.198
C -1.031 4.586 -0.061
O -1.523 3.253 -0.335
C -1.854 2.512 0.835
N -1.098 5.194 -2.401
H 0.635 6.720 0.145
H -0.703 7.349 -0.907
H 0.826 7.066 -1.555
H 0.637 4.568 -1.301
H -1.962 5.065 0.241
H -0.452 4.512 0.859
H -2.268 1.523 0.635
H -2.617 2.949 1.479
H -0.962 2.429 1.457
H -1.735 5.977 -2.358
H -0.445 5.500 -3.108
C -8.099 -4.240 0.412
C -7.290 -3.037 0.712
C -6.759 -3.047 2.135
O -6.258 -1.681 2.486
C -5.380 -1.710 3.627
N -6.161 -3.019 -0.152
H -7.739 -5.250 0.605
H -8.369 -4.071 -0.631
H -9.081 -4.123 0.872
H -7.830 -2.122 0.467
H -5.954 -3.780 2.078
H -7.509 -3.412 2.836
H -6.068 -2.061 4.396
H -4.874 -0.765 3.822
H -4.539 -2.388 3.483
H -5.956 -3.951 -0.483
H -5.383 -2.875 0.475
C 2.716 2.375 -7.588
C 1.829 1.942 -6.330
C 2.483 1.925 -4.972
O 1.633 1.584 -3.830
C 2.397 1.261 -2.647
N 0.687 2.829 -6.344
H 2.018 2.513 -8.413
H 3.361 1.540 -7.863
H 3.166 3.347 -7.385
H 1.370 0.985 -6.578
H 3.009 2.822 -4.646
H 3.309 1.222 -5.080
H 1.975 1.617 -1.707
H 3.434 1.587 -2.568
H 2.412 0.173 -2.597
H 1.043 3.774 -6.347
H 0.319 2.668 -7.270
C 4.483 -0.918 8.779
C 4.889 0.087 7.659
C 3.626 0.808 7.266
O 2.585 -0.106 6.769
C 2.881 -0.722 5.522
N 5.771 1.139 8.215
H 5.320 -1.376 9.306
H 3.911 -1.741 8.352
H 3.775 -0.540 9.517
H 5.446 -0.462 6.900
H 3.791 1.719 6.692
H 3.132 1.236 8.138
H 3.665 -1.478 5.490
H 3.202 0.040 4.812
H 1.976 -1.265 5.249
H 6.057 1.904 7.621
H 5.182 1.617 8.882
```

For the gap between HOMO and LUMO, the calculation gives 7.75 eV. The total charge is -1.

=====

Which structure is the least stable? The one labeled Q.

=====

P | # C4H29NO10

11 unconnected molecules or ions with the total composition C4H29NO10 (ωB97M-V with the def2-TZVPD basis set, the OMol25 dataset).

```
44
C4H29NO10, DFT ωB97M-V with the def2-TZVPD basis set
C -0.555 0.573 4.167
C 0.425 0.526 3.268
C 1.326 -0.629 2.948
C 0.539 -1.623 2.064
N 0.785 -1.474 0.628
H -0.765 -0.274 4.815
H -1.428 1.216 4.114
H 0.599 1.449 2.703
H 2.234 -0.322 2.450
H 1.726 -1.070 3.866
H -0.529 -1.437 2.245
H 0.578 -2.679 2.308
H 0.683 -0.491 0.403
H 1.752 -1.717 0.362
O -0.448 3.847 -0.617
H -0.515 4.600 -0.028
H 0.432 3.460 -0.536
O -2.460 -2.527 -1.371
H -1.579 -2.460 -1.771
H -2.298 -2.552 -0.418
O 2.449 -1.416 -3.083
H 2.048 -0.770 -3.675
H 1.665 -1.695 -2.585
O -1.150 0.662 -1.287
H -2.079 0.930 -1.452
H -1.140 0.257 -0.415
O 3.499 -0.743 -0.294
H 3.680 0.065 -0.779
H 3.344 -1.479 -0.891
O 2.347 3.274 -0.045
H 2.120 2.576 0.575
H 2.986 3.920 0.258
O -3.465 -1.492 1.390
H -4.248 -1.403 1.953
H -3.222 -0.582 1.186
O -3.660 -0.057 -1.785
H -3.774 -0.250 -2.730
H -3.448 -0.928 -1.371
O 1.237 1.509 -2.387
H 1.653 2.379 -2.254
H 0.396 1.760 -1.980
O -0.315 -1.187 -3.233
H -0.439 -0.311 -2.846
H -0.984 -1.435 -3.871
```

Its SMILES is C=CCCN.O.O.O.O.O.O.O.O.O.O. For the gap between HOMO and LUMO, the calculation gives 9.25 eV. The total charge is 0.

=====

Q | # C4H29NO10

11 unconnected molecules or ions with the total composition C4H29NO10 (ωB97M-V with the def2-TZVPD basis set, the OMol25 dataset).

```
44
C4H29NO10, DFT ωB97M-V with the def2-TZVPD basis set
C -0.702 2.059 1.476
C -0.704 1.085 0.471
N -1.276 -0.109 0.334
C -1.214 -0.691 -1.033
C -2.499 -1.648 -1.208
H -0.168 3.000 1.360
H -1.342 2.161 2.319
H -0.037 1.410 -0.416
H -2.082 -0.282 0.905
H -1.265 0.040 -1.911
H -0.300 -1.231 -0.919
H -2.708 -2.218 -0.230
H -3.217 -0.926 -1.305
H -2.402 -2.248 -2.028
O -1.129 -3.880 0.269
H -0.460 -4.056 1.039
H -0.512 -3.666 -0.444
O -0.191 3.993 -0.406
H -0.948 4.114 -0.910
H -0.231 4.559 0.381
O -2.915 3.190 -0.539
H -3.720 2.692 -0.834
H -2.367 2.674 0.098
O 1.831 -1.074 1.943
H 2.369 -0.522 2.565
H 1.239 -0.753 1.345
O 2.982 0.228 0.215
H 2.883 -0.343 0.967
H 2.995 0.000 -0.671
O -2.939 -1.586 1.942
H -2.423 -2.227 1.478
H -3.842 -2.036 2.052
O 1.528 1.436 -3.216
H 0.716 1.605 -2.762
H 2.180 2.225 -3.046
O 2.214 1.179 3.055
H 1.746 1.701 2.377
H 1.488 0.839 3.612
O 2.548 -0.853 -2.358
H 2.712 -1.420 -3.041
H 2.084 -0.145 -2.733
O 1.521 -3.111 -0.729
H 1.800 -2.388 -1.353
H 1.875 -2.801 0.109
```

Its SMILES is C=CNCC.O.O.O.O.O.O.O.O.O.O. For the gap between HOMO and LUMO, the calculation gives 8.33 eV. The total charge is 0.

=====

Which structure is the least stable? The one labeled Q.

=====

P | # C5H12O4

2 unconnected molecules or ions with the total composition C5H12O4 (ωB97M-V with the def2-TZVPD basis set, the OMol25 dataset).

```
21
C5H12O4, DFT ωB97M-V with the def2-TZVPD basis set
C 0.791 -0.445 0.107
C -0.418 0.351 0.465
C 2.344 1.571 0.319
C -2.117 -2.049 -0.266
C -0.743 1.623 -0.214
O 1.561 0.615 1.020
O -1.616 -0.796 -0.768
O 1.129 -0.544 -1.105
O 0.815 -1.614 0.899
H 1.531 -2.144 0.526
H -0.817 -0.954 -1.320
H -0.889 0.131 1.416
H 1.872 2.561 0.335
H 3.307 1.643 0.829
H 2.499 1.256 -0.716
H -1.349 -2.567 0.309
H -2.969 -1.817 0.371
H -2.452 -2.669 -1.100
H -1.823 1.727 -0.312
H -0.386 2.454 0.400
H -0.270 1.667 -1.194
```

For the gap between HOMO and LUMO, the calculation gives 9.65 eV. The total charge is 0.

=====

Q | # C5H12O4

2 unconnected molecules or ions with the total composition C5H12O4 (ωB97M-V with the def2-TZVPD basis set, the OMol25 dataset).

```
21
C5H12O4, DFT ωB97M-V with the def2-TZVPD basis set
C 0.410 -0.563 -0.512
C -0.675 0.062 0.254
C 0.554 -0.449 -1.998
C -1.432 1.222 -0.317
C -0.710 -0.079 1.755
O 1.294 1.138 0.285
O 2.310 0.507 1.138
O 1.169 -1.499 0.066
O -1.374 -1.356 -0.403
H 3.100 1.020 0.928
H 1.811 -1.023 0.679
H -1.207 -2.064 0.235
H -0.404 -0.400 -2.506
H 1.103 0.465 -2.224
H 1.132 -1.290 -2.376
H -0.262 0.806 2.198
H -1.087 1.549 -1.293
H -2.490 0.985 -0.416
H -1.334 2.090 0.334
H -1.751 -0.174 2.066
H -0.156 -0.946 2.107
```

For the gap between HOMO and LUMO, the calculation gives 9.48 eV. The total charge is 0.

=====

Which structure is the least stable? The one labeled Q.

=====

P | # C19H19N3O4S

A molecular structure, C19H19N3O4S (ωB97M-V with the def2-TZVPD basis set, the OMol25 dataset).

```
46
C19H19N3O4S, DFT ωB97M-V with the def2-TZVPD basis set
C -5.268 -3.798 0.967
C -5.156 -2.562 0.074
C -5.478 -1.173 0.352
C -5.361 -0.601 -0.869
N -4.961 -1.565 -1.925
O -4.979 -2.712 -1.157
N -5.718 0.640 -0.901
H -5.470 1.081 -2.139
S -5.193 1.917 0.002
O -5.344 3.125 -0.499
O -5.826 1.750 1.353
C -3.492 1.673 0.099
C -2.522 1.979 -0.836
C -1.172 1.959 -0.667
C -0.701 0.965 0.119
C -1.630 0.368 1.301
C -2.871 0.535 1.204
H -3.628 0.217 1.948
H -1.067 -0.178 1.852
N 0.627 0.689 0.437
C 1.656 1.072 -0.550
O 1.472 1.951 -1.218
C 3.016 0.573 0.025
H 3.150 0.769 1.187
H 2.940 -0.460 -0.339
C 4.262 0.971 -0.919
C 5.483 0.146 -0.463
C 6.292 1.112 0.472
C 7.350 0.329 1.055
C 7.869 -0.891 0.494
C 7.072 -1.368 -0.589
C 5.855 -0.916 -1.102
H 5.319 -1.342 -1.710
H 7.352 -2.555 -0.973
H 8.719 -1.375 0.767
H 8.072 1.063 1.729
H 5.971 1.910 0.738
H 3.966 0.705 -1.680
H 4.213 2.080 -0.827
H 0.771 0.116 1.151
H -0.442 2.246 -1.256
H -3.094 2.925 -1.203
H -6.092 -0.885 1.323
H -6.075 -4.650 0.486
H -4.438 -4.199 0.798
H -5.448 -3.636 1.892
```

For the gap between HOMO and LUMO, the calculation gives 8.65 eV. The total charge is 0.

=====

Q | # C19H19N3O4S

C19H19N3O4S in the gas phase (ωB97M-V with the def2-TZVPD basis set, the OMol25 dataset).

```
46
C19H19N3O4S, DFT ωB97M-V with the def2-TZVPD basis set
C 1.021 -5.270 1.830
O -0.329 -4.875 1.809
C -0.624 -3.556 1.973
C -1.979 -3.224 1.907
C -2.385 -1.918 2.055
C -1.453 -0.902 2.267
C -1.900 0.483 2.422
C -2.946 0.844 3.216
S -3.273 2.540 3.234
C -1.977 2.808 2.128
N -1.667 4.030 1.652
C -0.699 4.074 0.808
N 0.020 3.007 0.395
C 1.036 3.131 -0.630
C 0.397 2.670 -1.953
O -0.636 3.196 -2.321
N 1.009 1.696 -2.649
C 2.182 0.955 -2.212
C 2.646 0.025 -3.333
O 1.667 -0.911 -3.721
C 0.343 -0.409 -3.637
C 0.299 1.107 -3.774
C -0.275 1.689 0.799
O 0.350 0.765 0.311
C -1.326 1.626 1.781
C -0.108 -1.240 2.347
C 0.308 -2.550 2.202
H 1.487 -5.060 2.799
H 1.595 -4.781 1.037
H 1.017 -6.345 1.660
H -2.692 -4.014 1.732
H -3.434 -1.670 1.986
H -3.547 0.196 3.823
H -0.431 5.036 0.395
H 1.322 4.180 -0.724
H 1.890 2.523 -0.338
H 3.000 1.644 -1.984
H 1.935 0.366 -1.321
H 3.507 -0.557 -2.996
H 2.957 0.628 -4.201
H -0.097 -0.694 -2.670
H -0.224 -0.888 -4.439
H 0.758 1.420 -4.718
H -0.730 1.471 -3.748
H 0.627 -0.472 2.533
H 1.361 -2.773 2.268
```

Its SMILES is COc1ccc(-c2csc3ncn(CC(=O)N4CCOCC4)c(=O)c23)cc1. For the gap between HOMO and LUMO, the calculation gives 8.42 eV. The total charge is 0.

=====

Which structure is the least stable? The one labeled P.

=====

P | # C5H6N

A gas-phase ion, C5H6N (charge +1) (ωB97M-V with the def2-TZVPD basis set, the OMol25 dataset).

```
12
C5H6N, DFT ωB97M-V with the def2-TZVPD basis set
C 1.028 0.792 0.133
C -0.184 -0.023 0.274
C 3.232 -0.705 -0.241
C 2.288 -0.023 -0.010
C -1.456 -0.126 0.007
N -2.667 -0.480 -0.171
H 0.982 1.477 -0.748
H 1.192 1.293 1.114
H -0.074 -0.991 0.806
H 4.209 -1.014 -0.136
H -3.483 -0.365 0.413
H -2.713 -0.824 -1.153
```

For the gap between HOMO and LUMO (spin up / spin down), the calculation gives 7.67 / 5.44 eV. The total charge is +1. As for the multiplicity: 3.

=====

Q | # C5H6N

A gas-phase ion, C5H6N (charge +1) (ωB97M-V with the def2-TZVPD basis set, the OMol25 dataset).

```
12
C5H6N, DFT ωB97M-V with the def2-TZVPD basis set
C -0.188 -0.232 -1.353
C -0.057 -0.705 -2.516
C -0.784 -0.377 -0.033
C -1.415 -1.351 0.637
C 1.506 0.893 0.482
N -0.083 0.770 -0.299
H -1.820 -1.213 1.689
H -1.562 -2.358 0.164
H 1.508 -0.051 0.947
H 2.071 1.094 -0.305
H 1.179 1.806 1.151
H -0.354 1.724 -0.565
```

For the gap between HOMO and LUMO (spin up / spin down), the calculation gives 7.56 / 6.30 eV. The total charge is +1. As for the multiplicity: 3.

=====

Which structure is the least stable? The one labeled Q.

=====

P | # C3H6NOS

A gas-phase ion, C3H6NOS (charge -1) (ωB97M-V with the def2-TZVPD basis set, the OMol25 dataset).

```
12
C3H6NOS, DFT ωB97M-V with the def2-TZVPD basis set
N -0.532 1.535 0.333
C -1.113 0.389 0.740
O -1.899 0.326 1.685
C -0.821 -0.805 -0.157
C 0.651 -1.238 -0.300
S 1.718 -0.024 -1.136
H -0.628 2.312 0.966
H 0.252 1.483 -0.315
H -1.419 -1.645 0.203
H -1.184 -0.527 -1.146
H 0.605 -2.163 -0.890
H 0.999 -1.579 0.681
```

Its SMILES is NC(=O)CC[S-]. For the gap between HOMO and LUMO, the calculation gives 6.95 eV. The total charge is -1.

=====

Q | # C3H6NOS

A gas-phase ion, C3H6NOS (charge -1) (ωB97M-V with the def2-TZVPD basis set, the OMol25 dataset).

```
12
C3H6NOS, DFT ωB97M-V with the def2-TZVPD basis set
N 0.002 1.016 1.397
C 0.149 1.277 -0.016
O 0.615 2.232 -0.629
C -0.385 0.072 -0.809
C 0.274 -1.129 -0.206
S 0.175 -2.592 -1.307
H 0.786 0.397 1.640
H -0.861 0.858 1.955
H -0.038 0.168 -1.807
H -1.541 -0.116 -0.810
H 1.286 -0.859 0.019
H -0.462 -1.324 0.574
```

Its SMILES is NC(=O)CC[S-]. For the gap between HOMO and LUMO, the calculation gives 6.14 eV. The total charge is -1.

=====

Which structure is the least stable? The one labeled Q.